(1)
The following is a quantum chemistry calculation of a molecular structure, C45H60F5GeInN4OP3 in a non-equilibrium geometry, from the OMol25 dataset.

As for the total charge: +2. The orbital gap (alpha / beta) comes out at 6.674 / 4.610 eV. The value obtained for the molecular weight is 1048.3 g/mol. Its spin multiplicity is 2.

Positions of all 120 atoms, in Å:
In  -0.6464  -0.0928  1.1612
C  3.5584  -2.8613  0.8200
C  2.4542  -3.0994  1.8476
C  2.9589  -2.7996  3.2623
P  0.7931  -2.3267  1.5750
C  0.3857  -2.8433  -0.1557
N  1.0800  -1.9897  -1.1128
Ge  0.3480  -0.2549  -1.3462
N  1.3552  1.7399  -1.3348
C  1.1814  2.6738  -0.2368
P  1.0279  1.9300  1.4663
C  0.2843  3.2815  2.4423
C  0.2627  2.8595  3.9150
C  0.8501  4.6925  2.2574
C  2.7068  1.5271  2.0678
C  3.5415  2.6971  2.5865
C  3.4723  0.7781  0.9796
C  2.5120  1.7228  -2.0145
C  3.5613  2.6859  -1.9308
C  4.7309  2.5023  -2.6244
C  4.9194  1.3484  -3.3925
C  3.8961  0.4075  -3.5264
C  2.6986  0.6123  -2.8917
N  1.5390  -0.2392  -3.0703
C  1.8470  -1.6642  -3.3328
C  2.2795  -2.0916  -4.5731
C  2.5657  -3.4309  -4.7741
C  2.3922  -4.3196  -3.7201
C  1.9101  -3.8910  -2.4922
C  1.6050  -2.5434  -2.2774
C  0.6261  0.3075  -4.1061
C  1.0668  0.9480  -5.2423
C  0.1436  1.2918  -6.2202
C  -1.1875  0.9542  -6.0326
C  -1.6250  0.3301  -4.8677
C  -0.7163  0.0268  -3.8557
N  -0.9999  -0.5253  -2.6021
C  -2.3827  -0.8478  -2.2694
P  -2.8602  -0.4301  -0.5465
C  -4.2887  -1.5259  -0.2000
C  -3.9403  -3.0095  -0.3539
C  -4.8311  -1.2058  1.1979
C  -3.5477  1.2680  -0.7276
C  -2.4569  2.2017  -1.2591
C  -4.8196  1.3416  -1.5714
C  -0.3149  -3.3247  2.6554
C  -1.6816  -2.6592  2.7469
C  -0.4281  -4.7933  2.2385
H  4.2868  -3.6674  0.9246
H  4.0815  -1.9317  1.0162
H  3.2115  -2.8566  -0.2094
H  2.1651  -4.1537  1.7839
H  3.2002  -1.7389  3.3684
H  3.8742  -3.3637  3.4464
H  2.2501  -3.0699  4.0441
H  -0.7076  -2.7878  -0.2660
H  0.6355  -3.8944  -0.2867
H  0.2452  3.2221  -0.3719
H  1.9811  3.4082  -0.1803
H  -0.7372  3.2859  2.0506
H  1.2655  2.8663  4.3460
H  -0.1575  1.8654  4.0613
H  -0.3460  3.5600  4.4895
H  1.8692  4.7884  2.6179
H  0.2362  5.3918  2.8274
H  0.8182  5.0209  1.2171
H  2.5071  0.8325  2.8912
H  3.6757  3.4689  1.8246
H  4.5345  2.3292  2.8532
H  3.1140  3.1561  3.4736
H  3.7622  1.4539  0.1763
H  2.9072  -0.0498  0.5460
H  4.3945  0.3771  1.4024
H  3.4399  3.5838  -1.3443
H  5.5096  3.2511  -2.5717
H  5.8549  1.1904  -3.9129
H  4.0497  -0.4747  -4.1314
H  2.3696  -1.3875  -5.3925
H  2.9064  -3.7751  -5.7406
H  2.6186  -5.3689  -3.8590
H  1.7671  -4.6211  -1.7071
H  2.1169  1.1766  -5.3781
H  0.4672  1.7956  -7.1199
H  -1.9094  1.1804  -6.8063
H  -2.6722  0.0810  -4.7693
H  -2.5802  -1.9082  -2.4421
H  -3.0774  -0.2958  -2.9018
H  -5.0515  -1.2747  -0.9421
H  -3.0243  -3.2779  0.1750
H  -3.8213  -3.3064  -1.3951
H  -4.7436  -3.6178  0.0651
H  -4.0954  -1.4397  1.9704
H  -5.7246  -1.8012  1.3905
H  -5.1018  -0.1548  1.3104
H  -3.7827  1.5721  0.2892
H  -2.1868  1.9683  -2.2926
H  -1.5528  2.1494  -0.6461
H  -2.8092  3.2338  -1.2305
H  -4.7068  0.8959  -2.5617
H  -5.0803  2.3905  -1.7244
H  -5.6664  0.8656  -1.0780
H  0.1438  -3.2726  3.6460
H  -2.1732  -2.6078  1.7736
H  -1.6209  -1.6564  3.1740
H  -2.3495  -3.2194  3.4039
H  -0.8411  -4.8975  1.2326
H  -1.1049  -5.3110  2.9196
H  0.5258  -5.3191  2.2768
F  -3.9872  3.8242  6.2797
C  -3.5478  3.1278  5.2393
C  -3.4794  3.7084  3.9876
F  -3.8498  4.9721  3.8181
C  -3.0188  2.9745  2.9087
F  -2.9511  3.5788  1.7092
C  -2.6146  1.6511  3.0321
O  -2.2184  0.9615  1.9456
C  -2.6966  1.0969  4.3047
F  -2.2776  -0.1660  4.5030
C  -3.1506  1.8121  5.3957
F  -3.1950  1.2397  6.5922


(2)
The following is a quantum chemistry calculation of 12 unconnected molecules or ions with the total composition C43H91N5O12 in a non-equilibrium geometry, from the OMol25 dataset.

As for the total charge: 0. The SMILES is CNC(C)=O.CNC(C)=O.CNC(C)=O.CNC(C)=O.CNC(C)=O.C1CCOC1.C1CCOC1.C1CCOC1.C1CCOC1.C1CCOC1.C1CCOC1.C1CCOC1. The orbital gap comes out at 9.784 eV. The value obtained for the molecular weight is 870.2 g/mol. The value obtained for the energy relative to the best compared isomer or geometry (same formula, charge and spin) is 0.0000 eV.

Positions of all 151 atoms, in Å:
C  1.5710  2.3461  -5.3864
N  1.4680  3.6532  -4.8264
C  2.4962  4.1798  -4.0968
C  2.0906  5.5346  -3.4374
O  3.5937  3.6407  -3.8973
H  1.7558  1.6098  -4.5904
H  2.3534  2.2565  -6.1563
H  0.6626  2.1284  -5.9374
H  0.4912  3.9733  -4.7708
H  1.3133  5.3542  -2.6757
H  1.6965  6.3321  -4.1870
H  2.9908  5.8667  -2.9940
C  4.7605  -0.7881  1.0598
N  4.0381  -1.8894  1.6279
C  3.3723  -1.8048  2.8024
C  2.7674  -3.1437  3.1912
O  3.3308  -0.7751  3.4603
H  5.4249  -1.2232  0.2910
H  5.4523  -0.3454  1.7800
H  4.2343  0.0773  0.6145
H  4.0750  -2.8193  1.1700
H  3.3092  -3.3541  4.1617
H  2.8847  -3.8962  2.4255
H  1.7142  -3.1463  3.5006
C  0.2401  -1.5279  -4.4270
N  -0.6892  -2.4529  -3.8622
C  -0.3390  -3.7512  -3.5984
C  -1.5282  -4.5884  -3.0795
O  0.7634  -4.1750  -3.8885
H  1.2421  -2.0071  -4.3516
H  0.3079  -0.6450  -3.7971
H  -0.0459  -1.3631  -5.4516
H  -1.5753  -2.1671  -3.4816
H  -1.4603  -5.5918  -3.5046
H  -2.4528  -4.2425  -3.4906
H  -1.5972  -4.6502  -2.0310
C  1.4840  2.0413  3.5755
N  2.2637  2.2385  2.3725
C  1.8748  3.0751  1.3844
C  2.8508  3.2541  0.2528
O  0.7950  3.6556  1.3710
H  2.0284  2.5142  4.4515
H  1.3658  1.0157  3.8392
H  0.5285  2.4500  3.4400
H  3.2468  1.9461  2.3562
H  2.9688  4.2889  -0.1142
H  2.4679  2.7654  -0.6273
H  3.8396  2.7667  0.4178
C  4.3740  -2.5528  -3.2130
N  3.5446  -3.6914  -2.8233
C  3.6398  -4.2020  -1.6106
C  2.6342  -5.2463  -1.2257
O  4.5153  -3.8121  -0.7884
H  4.2225  -1.7369  -2.4604
H  4.1289  -2.1821  -4.2022
H  5.4387  -2.8747  -3.1886
H  2.6962  -3.9312  -3.3812
H  2.4034  -5.1457  -0.1852
H  3.1804  -6.1966  -1.4134
H  1.7123  -5.2243  -1.8117
C  -3.3471  -1.4266  -0.1920
C  -3.7928  0.0422  -0.0775
C  -4.6059  0.2542  -1.3481
O  -3.8443  -0.4512  -2.3286
C  -3.0965  -1.5072  -1.6978
H  -4.2220  -2.0778  0.0180
H  -2.4906  -1.7495  0.3842
H  -2.9890  0.8049  -0.0547
H  -4.4192  0.2619  0.7498
H  -4.6966  1.3343  -1.6793
H  -5.5920  -0.1854  -1.3101
H  -2.0673  -1.3096  -1.9392
H  -3.3558  -2.3829  -2.2755
C  -2.7687  -2.7714  3.2116
C  -1.9791  -1.7269  3.9349
C  -0.7775  -2.5567  4.4827
O  -0.5977  -3.6951  3.5545
C  -1.7631  -3.7816  2.6499
H  -3.4435  -2.2229  2.5662
H  -3.4490  -3.2118  3.8777
H  -2.4975  -1.1504  4.6954
H  -1.5037  -1.0777  3.2005
H  -0.9509  -3.0177  5.4115
H  0.1514  -1.9473  4.4425
H  -2.1243  -4.8189  2.6017
H  -1.2983  -3.5603  1.6972
C  -1.9000  4.3590  -1.9941
C  -1.5121  2.8725  -1.6558
C  -0.9077  2.3772  -2.9970
O  -1.6137  3.0901  -4.0485
C  -2.3605  4.1711  -3.4850
H  -0.9920  4.9164  -1.9672
H  -2.6626  4.8319  -1.3705
H  -2.3988  2.2717  -1.3681
H  -0.7696  2.8465  -0.8739
H  -1.0701  1.2965  -3.1508
H  0.1794  2.6431  -3.0730
H  -3.4758  3.9837  -3.6313
H  -2.1844  5.1106  -4.0420
C  0.5963  7.2334  0.8401
C  -0.2313  7.0339  -0.4773
C  -1.3437  8.0935  -0.3594
O  -1.7686  7.8770  0.9938
C  -0.6343  7.4783  1.7196
H  1.1270  8.1134  0.6619
H  1.2191  6.4242  1.2971
H  -0.6014  6.0035  -0.5282
H  0.3515  7.1797  -1.3961
H  -2.2544  8.0909  -1.0115
H  -0.8681  9.1046  -0.5839
H  -0.7999  6.5397  2.2825
H  -0.4963  8.2780  2.4797
C  0.2783  -6.2348  1.8208
C  -0.7794  -6.2620  0.6763
C  -1.7875  -7.3054  1.2041
O  -1.7655  -7.1625  2.5589
C  -0.4247  -7.0474  2.9217
H  0.4594  -5.1762  2.1519
H  1.0639  -6.7415  1.3602
H  -0.4424  -6.6039  -0.3237
H  -1.2065  -5.2709  0.5482
H  -1.4058  -8.2617  0.8785
H  -2.8042  -7.1825  0.8194
H  0.0223  -8.0442  2.9521
H  -0.3120  -6.6763  3.9806
C  0.7436  -0.5196  -0.8148
C  1.3322  -1.9029  -0.9702
C  0.4914  -2.6973  0.0126
O  0.0408  -1.7834  0.9561
C  0.5274  -0.4659  0.6756
H  -0.2937  -0.3585  -1.2924
H  1.3558  0.2966  -1.1575
H  2.3509  -1.8482  -0.6259
H  1.2048  -2.3537  -1.9271
H  1.0244  -3.5144  0.4994
H  -0.4233  -3.0982  -0.5329
H  1.5163  -0.3736  1.1530
H  -0.1217  0.3426  1.0574
C  -2.0235  3.3332  4.7215
C  -2.3875  3.7898  3.2715
C  -2.8168  2.4019  2.6423
O  -3.1571  1.5431  3.7312
C  -2.2075  1.7829  4.7074
H  -2.7406  3.6977  5.4568
H  -1.0636  3.6942  5.1154
H  -1.5183  4.2399  2.7341
H  -3.2268  4.4469  3.2572
H  -1.9316  2.0467  2.1211
H  -3.6485  2.4175  1.9426
H  -1.2604  1.2790  4.5325
H  -2.6863  1.4639  5.7667


(3)
The following is a quantum chemistry calculation of a single C22H25N3O4 molecule, from the OMol25 dataset.

As for the total charge: 0. The SMILES is CCCOc1ccc(N2C[C@H](C(=O)Nc3ccccc3C(=O)NC)CC2=O)cc1. The orbital gap comes out at 8.255 eV. The value obtained for the molecular weight is 395.5 g/mol. The value obtained for the energy relative to the best compared isomer or geometry (same formula, charge and spin) is 0.4104 eV.

Positions of all 54 atoms, in Å:
C  -5.4861  -3.1011  -0.4669
C  -6.8416  -2.4829  -0.7871
C  -6.7469  -1.0966  -1.4339
O  -6.3301  -0.1020  -0.5217
C  -5.0152  0.2122  -0.3551
C  -3.9578  -0.1937  -1.1600
C  -2.6682  0.2318  -0.8917
C  -2.3982  1.0735  0.1812
N  -1.0872  1.5097  0.4308
C  -0.0771  1.4782  -0.6115
C  1.0387  2.3862  -0.0733
C  2.4380  2.0503  -0.5810
O  3.1206  2.8722  -1.1520
N  2.8059  0.7736  -0.3023
C  3.9810  0.1032  -0.6031
C  5.0142  0.7028  -1.3233
C  6.1540  -0.0081  -1.6365
C  6.2829  -1.3325  -1.2469
C  5.2783  -1.9292  -0.5117
C  4.1266  -1.2283  -0.1559
C  3.0612  -1.8666  0.6625
O  1.8860  -1.5020  0.6307
N  3.4586  -2.8636  1.4750
C  2.5459  -3.5788  2.3324
C  0.8791  2.2505  1.4412
C  -0.5950  1.9133  1.6336
O  -1.1940  1.9813  2.6810
C  -3.4597  1.4869  0.9863
C  -4.7406  1.0598  0.7213
H  -4.8986  -3.2353  -1.3728
H  -4.9262  -2.4705  0.2196
H  -5.6221  -4.0751  -0.0022
H  -7.3908  -3.1347  -1.4699
H  -7.4228  -2.3869  0.1318
H  -7.7486  -0.7812  -1.7451
H  -6.1089  -1.1264  -2.3225
H  -4.1113  -0.8488  -2.0028
H  -1.8725  -0.1165  -1.5310
H  -0.4908  1.8519  -1.5514
H  0.2767  0.4512  -0.7656
H  0.8406  3.4206  -0.3692
H  2.1196  0.1576  0.1452
H  4.8986  1.7258  -1.6399
H  6.9407  0.4684  -2.2014
H  7.1619  -1.8979  -1.5160
H  5.3816  -2.9709  -0.2426
H  4.4355  -3.0978  1.5374
H  1.5481  -3.1776  2.1623
H  2.8162  -3.4433  3.3809
H  2.5534  -4.6441  2.0948
H  1.1432  3.1534  1.9888
H  1.4658  1.4243  1.8495
H  -3.2727  2.1328  1.8270
H  -5.5637  1.3781  1.3410


(4)
The following is a quantum chemistry calculation of 13 unconnected molecules or ions with the total composition C4H32O14S2 in a non-equilibrium geometry, from the OMol25 dataset.

As for the total charge: 0. The orbital gap comes out at 9.042 eV. The value obtained for the molecular weight is 368.4 g/mol.

Positions of all 52 atoms, in Å:
C  -3.2822  0.1020  1.6163
C  -3.0923  1.2105  0.6191
O  -3.4337  0.8826  -0.6466
O  -2.6766  2.3037  0.8742
C  -2.4939  -1.1767  1.3562
S  -1.8394  -1.7709  2.9395
S  -0.1839  -2.7134  2.5534
C  1.2160  -1.5590  2.2775
H  -3.0788  0.4925  2.6214
H  -4.3406  -0.0972  1.8321
H  -3.3496  -0.0516  -0.9470
H  -3.1071  -1.9171  0.8220
H  -1.6648  -1.1607  0.6632
H  2.0228  -2.2465  2.0730
H  0.9575  -0.7142  1.6429
H  1.4164  -1.0613  3.2383
H  0.9552  1.8292  0.3091
H  1.1991  1.2273  1.6034
O  1.5181  1.1068  0.6824
H  0.6486  3.3862  2.2639
H  -0.1914  2.6446  3.3684
O  0.3805  2.5285  2.6166
H  -0.5439  5.1885  0.1140
H  -0.2723  3.6346  -0.4370
O  0.0565  4.5106  -0.1851
H  -2.3359  -2.3232  -1.6693
H  -2.0300  -1.0161  -2.4041
O  -2.5312  -1.3723  -1.6596
H  -0.5968  -2.2160  -1.7159
H  0.8477  -1.7428  -1.6641
O  0.1455  -2.0004  -2.2809
H  1.6085  4.5707  0.4929
H  2.7111  3.4953  0.5889
O  2.3626  4.2657  1.0466
H  3.7775  -0.8037  1.1079
H  4.0606  0.7372  0.8234
O  4.2640  -0.1705  0.5816
H  2.0079  1.7874  -3.0655
H  1.5223  0.2871  -2.9024
O  1.2935  1.1811  -3.1794
H  -1.2159  1.4226  -1.1659
H  0.0886  1.9390  -1.8574
O  -0.3543  1.8306  -1.0224
H  3.1056  -0.5186  -0.6611
H  1.6088  -0.2841  -0.5787
O  2.2743  -0.7676  -1.1056
H  1.8985  -3.4228  -2.3080
H  0.9349  -4.0880  -3.1622
O  1.5133  -4.2890  -2.4278
H  -0.9306  -4.2938  -1.8912
H  -1.3768  -4.7963  -0.6324
O  -1.4737  -3.9905  -1.1587


(5)
The following is a quantum chemistry calculation of 2 unconnected molecules or ions with the total composition C2H6N4S in a non-equilibrium geometry, from the OMol25 dataset.

As for the total charge: 0. The orbital gap (alpha / beta) comes out at 8.036 / 8.034 eV. The value obtained for the molecular weight is 118.2 g/mol. The value obtained for the energy relative to the best compared isomer or geometry (same formula, charge and spin) is 4.2562 eV.

Positions of all 13 atoms, in Å:
C  0.5416  -0.2143  1.0021
C  -0.1425  -1.4169  0.4253
N  -1.7062  1.0644  0.1108
N  1.3790  0.5678  0.3252
N  1.5444  0.7161  -0.9797
N  -1.8937  1.2386  -0.9809
S  -2.2202  1.5294  -2.3855
H  0.5489  0.0565  2.0270
H  -0.0209  -2.0441  1.3177
H  0.4138  -1.8442  -0.3651
H  -1.0870  -0.9891  0.1164
H  1.8152  1.2026  0.8702
H  0.8277  0.1332  -1.4834


(6)
The following is a quantum chemistry calculation of 2 unconnected molecules or ions with the total composition C6H10N5 in a non-equilibrium geometry, from the OMol25 dataset.

As for the total charge: +1. The orbital gap (alpha / beta) comes out at 6.590 / 9.066 eV. The value obtained for the molecular weight is 152.2 g/mol. The value obtained for the energy relative to the best compared isomer or geometry (same formula, charge and spin) is 2.8233 eV.

Positions of all 21 atoms, in Å:
C  -0.5616  0.4377  3.1787
C  -0.1773  -0.0508  1.1106
C  -1.5255  -0.1246  1.4318
C  -1.9870  -1.0028  -0.6981
C  0.2805  -0.3770  -0.1475
C  1.6886  -0.6504  -0.5150
N  -1.6809  0.1093  2.6984
N  0.4239  0.3776  2.2521
N  -2.4318  -0.6311  0.5266
N  -0.7154  -0.9832  -0.9933
N  -0.2855  1.4252  -1.7407
H  -0.4264  1.0433  4.1382
H  -2.6642  -1.0915  -1.4987
H  1.8503  -0.8947  -1.5548
H  2.0876  -1.4869  -0.0280
H  2.3712  0.1178  -0.1874
H  1.4689  0.5872  2.3931
H  -3.3662  -0.7114  0.7087
H  -0.5072  -0.7667  -1.8986
H  0.4626  2.0901  -1.9624
H  -0.9973  1.8751  -1.1765